{"formula": "C10H14CoN2O5", "method": "wB97M-V/def2-TZVPD", "multiplicity": 5, "homo_ev": [-17.435, -21.962], "homo_lumo_gap_ev": [6.29, 5.60], "total_charge": 3, "de_lowest_kcal_mol": 77.8, "symbols": ["Co", "O", "C", "C", "O", "C", "O", "C", "O", "H", "H", "C", "N", "C", "C", "C", "N", "C", "C", "O", "H", "H", "H", "H", "H", "H", "H", "H", "H", "H", "H", "H"], "xyz": [[0.35775, -0.12570, -3.39265], [0.25198, 2.54650, -2.34229], [0.27778, 1.50292, -2.82818], [0.28658, -1.78887, -2.89804], [0.24751, -2.86448, -2.47625], [2.07223, -0.03614, -3.13457], [3.19362, 0.04966, -2.87315], [-1.33358, -0.15850, -3.07140], [-2.45157, -0.18035, -2.77477], [0.29755, 0.26719, -4.98528], [0.29970, -0.55081, -4.97788], [-2.57134, 0.70926, 0.91288], [-1.28607, 0.47341, 1.53097], [-1.17543, 0.54179, 2.97488], [0.12822, -0.07145, 3.44304], [1.23150, 0.29397, 2.47261], [0.88631, -0.31885, 1.21908], [1.91732, -0.85882, 0.37470], [-0.38063, -0.16460, 0.71486], [-0.72436, -0.58108, -0.41177], [-2.49838, 1.47473, 0.12864], [-3.30479, 1.04089, 1.65518], [-2.92768, -0.20136, 0.41921], [-1.22952, 1.59465, 3.30702], [-2.01500, -0.00414, 3.43420], [0.01873, -1.16750, 3.49253], [0.38525, 0.28446, 4.44541], [2.20416, -0.09336, 2.77403], [1.28734, 1.39606, 2.37761], [2.60505, -0.07863, 0.02068], [2.50424, -1.58606, 0.94747], [1.44555, -1.34480, -0.47879]], "nbo_charge": [0.179, -0.334, 0.511, 0.509, -0.331, 0.472, -0.336, 0.484, -0.359, 0.102, 0.107, -0.467, -0.030, -0.281, -0.439, -0.276, -0.016, -0.467, 0.669, -0.320, 0.302, 0.291, 0.311, 0.325, 0.328, 0.263, 0.319, 0.300, 0.305, 0.312, 0.318, 0.252]}